The following is a DFT calculation (ωB97M-V/def2-TZVPD) of C44H73AsN2SbSi3Zr as an isolated structure at a distorted geometry.

Structure (XYZ):
```
125
Properties=species:S:1:pos:R:3:forces:R:3
Sb -2.231309 -0.389988 0.109454 -0.1238 0.1523 -0.0276
Zr 1.058075 -0.165521 -0.251784 0.3050 -0.1210 0.3344
As 0.272900 -1.267624 2.837968 0.1555 0.1022 0.1035
Si -0.854005 -3.359342 -0.951173 -0.0730 -0.1645 0.1500
Si -1.445185 2.823425 0.906262 0.1164 -0.1614 -0.0300
Si -3.950507 2.366909 -0.842716 -0.0954 0.1404 0.0172
N 0.012381 1.373483 -1.622657 0.2561 -0.2054 -0.1780
N -1.920165 -0.288456 -2.937274 -0.0978 -0.0781 0.0656
C -5.027987 1.794885 0.592703 -0.0890 -0.0146 0.0972
C 3.428435 -3.109747 -2.778571 0.0600 -0.0363 0.0211
C 2.937131 3.365329 -1.462022 0.0104 -0.0086 -0.0407
C -2.363767 -2.640185 3.132475 0.0288 -0.0296 0.1267
C -0.261621 0.109386 5.432561 -0.0644 0.0019 -0.0145
C -1.460554 2.841823 -2.735872 -0.0684 0.1287 0.0108
C 2.718528 4.016680 1.550652 -0.0006 -0.0421 -0.0104
C -0.340767 -4.096881 0.701082 -0.0311 -0.0713 0.0492
C -2.159001 1.804949 -0.530074 0.2831 -0.2225 -0.1432
C -0.951695 4.541570 0.375256 -0.0712 0.1840 -0.0629
C 2.259717 -3.214293 3.774976 0.0143 0.0657 0.0413
C -0.689394 -1.450921 -1.124832 -0.1922 0.7172 -0.7057
C -2.520200 2.876938 2.421214 -0.1547 0.0642 0.1149
C 3.451211 0.404263 0.805784 0.1344 -0.0692 -0.0683
C -0.521601 0.173350 3.929688 0.0687 -0.0150 0.0694
C -0.192229 -1.733759 -3.635707 0.0652 -0.0436 0.1473
C 3.215907 1.470281 1.704255 -0.1547 -0.1365 0.0767
C 3.334816 0.945787 -0.533187 0.0574 -0.0944 -0.1395
C -0.900058 -2.677406 3.556442 -0.1531 -0.0010 -0.1272
C -4.130553 4.237077 -0.844241 0.0315 0.1621 -0.0148
C 0.185148 1.983203 1.295769 -0.2578 0.2271 -0.1158
C 2.570321 -2.896640 -0.169515 -0.0683 0.0162 -0.0155
C 2.681109 -2.014943 -2.367259 0.1309 -0.0477 0.0171
C 3.001994 2.659072 0.979366 0.0570 0.0867 0.0322
C -0.948144 -1.152771 -2.601616 -0.0724 0.0246 -0.1248
C 1.865679 -1.739685 3.889262 0.0291 -0.1922 -0.1281
C -2.635251 -3.897534 -1.189739 -0.1478 0.0194 -0.0308
C 3.049264 2.351355 -0.370032 -0.0525 -0.0367 -0.0866
C 2.228706 -1.868132 -1.050935 0.1960 -0.0677 -0.2458
C 4.332766 -0.764923 1.179478 0.0233 0.0705 0.0720
C -4.644940 1.791533 -2.476490 -0.0394 -0.1205 -0.1882
C 0.815361 1.423979 -2.703631 -0.0226 -0.1653 0.1187
C 3.310734 -4.004755 -0.559715 0.0535 -0.0576 -0.0682
C -0.450107 -1.437258 -4.961349 0.0558 -0.0373 0.0225
C 0.547087 2.151926 -3.827431 -0.0215 0.0481 -0.1688
C -0.610731 2.920911 -3.814938 -0.0362 0.0796 0.0072
C -4.068474 -1.039498 -0.801645 0.0340 -0.0701 0.1041
C 3.748618 -4.114436 -1.871840 0.0254 -0.0021 -0.0016
C 4.265914 0.536803 -1.655450 0.0633 0.1092 0.0105
C 3.273217 1.397452 3.196229 0.0895 0.0448 0.0140
C -1.189776 1.997151 -1.651270 -0.0746 -0.0570 0.0743
C -1.467007 -0.551983 -5.277695 -0.0445 0.0099 -0.0090
C -2.164627 -0.005185 -4.218217 -0.0284 -0.0558 0.1019
C 0.063555 -4.406419 -2.205066 0.1739 0.0488 -0.2277
H -0.205755 1.136305 3.547338 0.0149 0.0382 0.0235
H 1.668329 -1.475489 4.925651 0.0046 -0.0326 0.0639
H 0.747521 0.440427 5.680043 -0.0047 -0.0140 -0.0044
H -4.529773 0.720032 -2.646330 -0.0067 0.1600 -0.0091
H 3.614594 4.199682 -1.263670 -0.0262 -0.0092 -0.0197
H 4.333427 -4.971811 -2.185558 -0.0455 0.0620 0.0165
H 2.026894 4.579134 0.918353 0.0197 -0.0157 0.0222
H -3.351983 3.577216 2.295545 0.0843 -0.0913 0.0450
H 2.285447 3.960110 2.552051 0.0161 0.0089 -0.0339
H -3.924597 4.668898 0.139679 -0.0516 -0.0148 -0.0950
H 3.630598 2.339324 3.615684 -0.0053 -0.0332 -0.0104
H -1.807643 5.191680 0.182965 0.1213 -0.0331 0.0053
H 3.948985 0.608601 3.529676 -0.0119 0.0275 0.0098
H 0.598634 -2.418037 -3.393219 0.0012 -0.0172 -0.0277
H -5.990236 1.423107 0.224041 0.0904 0.0448 0.0361
H 2.675293 -1.107332 3.541396 0.0074 0.0327 0.0138
H -0.414092 -4.384820 -3.188422 0.0678 -0.0362 0.0823
H -4.192627 2.320560 -3.321155 -0.0997 -0.0474 0.0859
H 5.169006 1.156430 -1.613399 -0.0387 -0.0425 -0.0065
H -2.934967 1.898269 2.672094 0.0312 0.0541 0.0266
H 0.272825 -3.446303 1.312000 0.0157 -0.0148 0.0245
H -3.504579 4.755778 -1.576875 -0.0898 -0.0076 0.1024
H 0.887616 2.228355 0.494922 -0.1614 0.0018 0.0773
H -0.813887 -2.562455 4.637447 -0.0016 -0.0223 0.0429
H -0.460058 -3.635346 3.301306 0.0376 -0.0293 0.0001
H -0.849839 3.562911 -4.653615 -0.0287 -0.0085 0.0196
H -0.352703 5.008163 1.164648 -0.0378 -0.0457 -0.0482
H -5.714869 2.025996 -2.482829 0.0539 -0.0126 -0.0212
H -2.626194 -4.985270 -1.319968 -0.0269 0.0654 0.0132
H -2.375941 3.415688 -2.728656 0.1035 -0.0290 -0.0464
H -1.224534 -4.390841 1.274445 0.1127 0.0218 -0.0208
H -4.363639 -1.957754 -0.300083 -0.0101 0.0551 0.0174
H 3.634240 4.609406 1.629240 -0.0300 0.0026 0.0066
H 2.457241 -1.261764 -3.112738 0.0329 0.0957 -0.0294
H 3.763406 -3.178301 -3.808172 -0.0107 -0.0066 0.0595
H -1.922243 3.225505 3.270785 -0.0560 -0.0271 -0.0663
H 3.228976 -3.376844 4.249645 -0.0237 -0.0094 -0.0152
H 0.641569 2.327883 2.219694 0.0440 -0.0658 -0.0035
H -2.867870 -1.728502 3.456699 0.0237 0.0081 -0.0276
H -2.971859 0.701227 -4.398308 0.0817 -0.0615 0.0151
H 1.226012 2.139983 -4.668748 -0.0218 -0.0019 0.0408
H -1.587300 0.096516 3.717550 -0.0782 -0.0003 -0.0169
H 1.540955 -3.865201 4.271551 0.0150 0.0074 -0.0065
H 3.908211 -1.406922 1.951980 0.0125 -0.0277 -0.0366
H -0.396090 -0.890647 5.849403 -0.0185 0.0543 -0.0206
H -3.924854 -1.215544 -1.859599 0.0005 -0.0304 -0.0438
H -4.583122 1.004326 1.201999 -0.0790 0.0490 0.0019
H 2.273776 -2.834719 0.869498 -0.0339 0.0204 0.0580
H 0.024989 0.902236 1.387338 -0.2147 0.1314 0.5419
H 3.842758 0.671984 -2.653976 -0.0105 -0.0106 -0.0127
H -3.101217 -3.459533 -2.078684 0.0476 -0.0684 0.0914
H 0.244442 -5.001668 0.506262 -0.0542 0.0968 0.0170
H 5.286746 -0.386391 1.561504 -0.0258 -0.0109 -0.0016
H -1.711472 -0.296174 -6.301135 0.0035 -0.0101 0.0733
H -4.837575 -0.293192 -0.632358 0.0334 -0.0648 -0.0354
H 4.576461 -0.497645 -1.575026 -0.0106 -0.0886 -0.0257
H 3.553119 -4.776730 0.162395 -0.0097 0.0284 -0.0235
H 1.127691 -4.178413 -2.318629 -0.2041 -0.0800 0.0307
H -0.341066 4.509049 -0.533005 -0.0192 0.0362 0.0703
H 0.144238 -1.897119 -5.743564 -0.0202 -0.0019 0.0593
H -0.960625 0.768995 5.951254 0.0527 -0.0101 -0.0006
H -2.476787 -2.713497 2.052794 -0.0023 -0.0272 -0.0351
H -3.269004 -3.679655 -0.325777 0.0500 -0.0693 -0.0774
H 3.199725 2.950214 -2.434296 -0.0042 0.0223 0.0100
H -2.894657 -3.484187 3.579314 0.0125 0.0392 -0.0006
H 2.291251 1.200040 3.638845 -0.0241 0.0107 0.0348
H 1.928841 3.788153 -1.537618 -0.0072 0.0062 -0.0031
H 2.344168 -3.545116 2.737620 0.0116 0.0009 0.0589
H -5.174705 4.469020 -1.085079 0.0807 -0.0274 0.0256
H 1.730744 0.838764 -2.641209 0.0561 0.0370 0.0002
H 4.555088 -1.395899 0.326597 -0.0099 -0.0365 -0.0287
H -5.240359 2.638784 1.255455 0.0087 -0.0878 -0.0555
H -0.014064 -5.430816 -1.821938 -0.0170 0.0839 -0.0405
```
Positions in Å, forces in eV/Å.

- Kohn-Sham gap: 7.0 eV
- Largest force on an atom: 1.0 eV/Å
- Molar mass: 1002.25 Da
- Electronic energy: -5221.28335 hartree
- Total charge: +1
- Energy relative to the best compared isomer or geometry (same formula, charge and spin): 17.06 kcal per mole